Entry 1:
DFT (wB97M-V/def2-TZVPD) results for 2 unconnected molecules or ions with the total composition C9H9BrN2O3.

```
24
C9H9BrN2O3 (wB97M-V/def2-TZVPD)
Br 2.5238 -0.0327 -2.3236
O 2.5328 2.6489 1.1771
O 0.1582 2.9395 -0.4533
O 3.8321 -0.4341 1.4464
N 3.2178 -0.5938 -0.7592
N 1.7493 1.6231 0.6146
C -2.1051 -1.6545 0.8401
C -1.2262 0.1424 -1.1666
C -2.3222 -0.3603 1.0453
C -0.9144 -1.2412 -1.2296
C -1.1097 -2.1613 -0.1714
C 3.4594 -0.3161 0.3465
C 0.5429 1.8541 0.0185
C -1.7727 0.6809 0.1298
C -0.2673 0.6436 -0.0094
H -2.1364 1.7103 -0.0270
H -0.0673 -2.2895 0.3792
H -1.2076 0.6586 -2.1042
H -1.3049 -3.1785 -0.5031
H -3.0024 0.0703 1.7438
H -2.6609 -2.5038 1.3768
H 2.0270 3.4396 1.0849
H 0.2668 -0.0759 0.5476
H -0.2132 -1.5694 -2.0032
```

Values from the calculation:
Largest force on an atom: 5.16 eV/Å
E_tot: -3257.3174 Eh
E_HOMO (spin up / spin down): -7.295 / -7.290 eV
M: 273.09 g/mol
Orbital gap (spin up / spin down): 0.187 / 0.187 Eh
Energy above the lowest of the compared OMol25 structures with the same formula, charge and spin: 892.6 kJ/mol

=====

Entry 2:
DFT (wB97M-V/def2-TZVPD) results for a single C9H9ClN2O2 molecule.

```
23
C9H9ClN2O2 (wB97M-V/def2-TZVPD)
Cl 0.1118 3.8613 1.0325
O 2.9002 -0.1766 -0.3920
O 1.2611 -0.6044 0.9964
N 0.3647 1.8522 -0.6049
N -2.7375 -2.5043 0.4416
C 1.2030 0.6844 -2.4823
C 0.6182 0.5004 -1.0411
C 0.0055 -0.6778 1.2494
C 1.7092 -0.1823 -0.2270
C -0.7091 -0.2342 -1.1116
C 0.3181 2.2597 0.5579
C -0.4194 -1.0195 2.6879
C -2.0078 -1.6124 0.4584
C -1.1932 -0.4552 0.3626
H 2.3226 1.0715 -2.3588
H -0.8132 -1.2150 -1.5330
H -1.6863 0.5338 0.5426
H 0.5984 1.2895 -3.1703
H -1.4976 0.2482 -1.5432
H 1.1965 -0.3010 -3.1093
H -0.7585 -1.9774 2.7032
H 0.3195 -1.0948 3.3666
H -1.1060 -0.2462 3.1744
```

Values from the calculation:
Largest force on an atom: 6.06 eV/Å
E_tot: -1068.3365 Eh
E_HOMO (spin up / spin down): -7.421 / -9.205 eV
M: 212.64 g/mol
Orbital gap (spin up / spin down): 0.213 / 0.342 Eh
Energy above the lowest of the compared OMol25 structures with the same formula, charge and spin: 556.1 kJ/mol

=====

Entry 3:
DFT (wB97M-V/def2-TZVPD) results for a single C9H9FN2 molecule.

```
21
C9H9FN2 (wB97M-V/def2-TZVPD)
F -2.6063 3.3292 0.5222
N -0.2463 0.6970 -1.0930
N -0.4433 0.7218 1.7691
C 1.2773 -2.3600 1.3528
C 0.5013 -1.3594 1.8526
C 1.2707 -1.2728 -0.8173
C 0.0998 -0.2021 1.0959
C 1.7062 -2.3151 0.0265
C 0.3775 -0.2126 -0.4006
C -0.2350 0.9684 -2.5083
C -1.9976 2.1035 0.5795
C -0.9799 1.8834 1.3669
H 1.6245 -3.1814 2.0174
H -0.6448 2.7893 1.8722
H -1.3341 0.6499 -2.6567
H 1.4424 -1.4395 -1.9276
H 2.3240 -3.1393 -0.3431
H -0.1891 2.1072 -2.4789
H -2.5110 1.2682 0.0162
H 0.1912 -1.3954 2.9154
H 0.3726 0.3598 -3.1612
```

Values from the calculation:
Largest force on an atom: 3.77 eV/Å
E_tot: -557.5878 Eh
Structure (SMILES): C\N=C1/C=CC=C/C1=N/C=C/F
E_HOMO (spin up / spin down): -7.943 / -7.942 eV
M: 164.18 g/mol
Orbital gap (spin up / spin down): 0.251 / 0.251 Eh
Energy above the lowest of the compared OMol25 structures with the same formula, charge and spin: 363.1 kJ/mol

=====

Entry 4:
DFT (wB97M-V/def2-TZVPD) results for a single C9H9FO4S molecule.

```
24
C9H9FO4S (wB97M-V/def2-TZVPD)
S -2.3197 0.7831 -0.2138
F -0.4011 2.6143 -0.4203
O -3.2522 -2.7890 0.0534
O -2.4972 1.5423 0.9484
O -2.6879 1.3684 -1.4436
O -3.3840 -0.5473 0.0281
C -1.2048 -1.5138 0.0744
C -2.7263 -1.6823 0.0915
C 2.2415 0.2924 -1.6865
C 0.2207 2.1585 0.7439
C -0.4110 -2.5808 0.3463
C 0.5306 0.7619 0.5362
C -0.8982 -0.1805 -0.0844
C 2.7159 0.1016 -0.4629
C 1.9312 0.1072 0.7770
H 1.2028 0.7396 -1.9286
H 3.6803 -0.2086 -0.4553
H 0.5408 -2.3157 0.3290
H 1.8188 -0.9104 1.1982
H -0.8078 -3.5404 0.4812
H 2.4630 0.7299 1.4096
H 1.0865 2.7503 0.8908
H 2.7962 0.0571 -2.6935
H -0.6383 2.2621 1.4809
```

Values from the calculation:
Largest force on an atom: 6.93 eV/Å
E_tot: -1147.1247 Eh
Structure (SMILES): C=CC/C(CF)=C1\C(=C)C(=O)OS1(=O)=O
E_HOMO (spin up / spin down): -9.476 / -9.309 eV
M: 232.23 g/mol
Orbital gap (spin up / spin down): 0.309 / 0.267 Eh
Energy above the lowest of the compared OMol25 structures with the same formula, charge and spin: 345.8 kJ/mol

=====

Entry 5:
DFT (wB97M-V/def2-TZVPD) results for a gas-phase ion, C9H9IN (charge +1).

```
20
C9H9IN (wB97M-V/def2-TZVPD)
I -0.5489 -1.6626 1.8893
N 0.8406 1.1207 0.5190
C -0.3851 1.5444 0.4820
C 1.9697 1.0110 1.3281
C 0.2865 -1.4834 -0.1297
C -1.3690 1.1819 -0.6095
C 2.3503 -0.1737 0.8266
C -2.3106 -0.0699 -0.4646
C -1.9928 -1.1853 -1.1228
C 1.2047 -0.2032 -0.1726
C -0.7711 -1.6980 -1.2417
H -2.0183 2.0519 -0.7322
H 3.1155 -0.8865 1.0611
H -3.2332 0.0972 0.0645
H -0.6915 2.2895 1.2113
H 2.3006 1.7218 2.0623
H -0.8028 1.0219 -1.5290
H 1.5164 -0.0130 -1.2047
H 1.0097 -2.2986 -0.2062
H -0.4709 -2.3660 -2.0313
```

Values from the calculation:
Largest force on an atom: 4.26 eV/Å
E_tot: -700.3593 Eh
Structure (SMILES): I[C@H]1C=C=CC/C=[N+]2/C=C[C@@H]12
E_HOMO: -12.968 eV
Charge: +1
M: 258.08 g/mol
Orbital gap: 0.293 Eh
Energy above the lowest of the compared OMol25 structures with the same formula, charge and spin: 508.1 kJ/mol

=====

Entry 6:
DFT (wB97M-V/def2-TZVPD) results for a single C9H9IO2 molecule.

```
21
C9H9IO2 (wB97M-V/def2-TZVPD)
I -2.8221 -0.8914 -0.1198
O -0.7570 1.1490 -0.9277
O -1.0955 1.2707 1.2302
C -1.2836 2.4445 -0.6873
C 0.1165 -0.6080 0.1615
C 1.3037 -2.2542 -1.1979
C 2.2006 -2.4652 -0.1268
C 2.0775 -1.7093 1.0324
C -1.5999 2.5134 0.8383
C 1.0611 -0.7881 1.1642
C 0.2884 -1.3106 -1.0461
C -0.9238 0.3601 0.1616
H 2.8237 -1.5661 1.8562
H -2.6788 2.5118 1.0003
H 1.5810 -2.9450 -2.1155
H -0.5722 3.2105 -1.0390
H 0.7532 -0.2423 2.0015
H 3.0184 -3.2824 -0.1463
H -1.0899 3.3016 1.2623
H -2.1846 2.5155 -1.3965
H -0.2167 -1.2145 -1.9057
```

Values from the calculation:
Largest force on an atom: 4.25 eV/Å
E_tot: -796.4513 Eh
Structure (SMILES): IC1(c2ccccc2)OCCO1
E_HOMO: -8.712 eV
M: 276.07 g/mol
Orbital gap: 0.329 Eh
Energy above the lowest of the compared OMol25 structures with the same formula, charge and spin: 90.4 kJ/mol